C35H41BrN4O3OsS as an isolated structure. Source: the Open Molecules 2025 dataset; level of theory: wB97M-V/def2-TZVPD.

Output
F_max   0.9 eV/Å
2S+1   5
Energy   -132393.4716 eV
Total charge   +2
Energy relative to the best compared isomer or geometry (same formula, charge and spin)   0.0 kcal per mole
HOMO-LUMO gap (alpha / beta)   6.5 / 5.6 eV

Cartesian coordinates (Å):
Os  -0.60168  -0.75118  0.86613
C  0.43103  -1.90925  3.84046
O  -0.53264  -1.18228  3.06292
C  -1.41071  -0.32704  3.71503
C  -1.44405  -0.17471  5.08853
C  -2.35009  0.70656  5.66037
C  -3.21846  1.43500  4.86231
C  -3.18717  1.28224  3.48864
C  -2.29006  0.39614  2.89820
N  -2.17551  0.22651  1.48578
N  -2.99897  0.90930  0.77114
C  -2.97861  1.03915  -0.54949
C  -2.01392  0.42061  -1.43247
O  -1.06272  -0.36066  -1.02548
C  -2.11849  0.63410  -2.82518
C  -3.07778  1.45028  -3.34101
C  -4.03786  2.10413  -2.51911
C  -5.00488  2.95524  -3.08001
C  -5.92978  3.58390  -2.28306
C  -5.90911  3.36749  -0.90280
C  -4.96487  2.54243  -0.33121
C  -4.00803  1.89530  -1.12281
H  1.06820  -1.22716  4.40241
H  1.03336  -2.46895  3.13145
H  -0.07603  -2.59824  4.51361
H  -0.76953  -0.73311  5.72155
H  -2.36683  0.81763  6.73569
H  -3.91073  2.13067  5.31540
H  -3.85043  1.85480  2.85926
H  -1.39771  0.13435  -3.45911
H  -3.11726  1.61353  -4.41145
H  -5.00927  3.11419  -4.15128
H  -6.66963  4.24247  -2.71638
H  -6.64563  3.85131  -0.27496
H  -4.95258  2.38690  0.73699
C  6.02153  2.75182  -1.84089
C  5.88283  2.13892  -0.43483
C  5.96885  3.25586  0.60832
C  7.03483  1.14314  -0.18910
C  4.58173  1.37504  -0.35538
C  3.54721  1.75299  0.52748
C  2.45555  0.95622  0.65135
Br  1.14864  1.39991  1.96991
C  2.26294  -0.26187  -0.09509
O  1.31925  -1.05847  0.20340
C  3.25115  -0.55508  -1.12165
C  4.36761  0.24628  -1.16295
C  3.14274  -1.68588  -2.14894
C  3.33465  -1.06731  -3.54619
C  4.27587  -2.69528  -1.87874
C  1.82296  -2.46772  -2.17311
H  6.94261  3.33214  -1.88812
H  5.18599  3.41852  -2.06050
H  6.06501  1.98438  -2.61468
H  6.95631  3.71217  0.56261
H  5.83166  2.86927  1.62017
H  5.23618  4.04359  0.42248
H  7.98454  1.67659  -0.20793
H  7.07259  0.36515  -0.95124
H  6.92765  0.66654  0.78702
H  3.61540  2.65037  1.12453
H  5.13431  -0.00750  -1.88286
H  4.30564  -0.58516  -3.65638
H  2.55944  -0.32752  -3.75697
H  3.27074  -1.85463  -4.29720
H  5.25955  -2.22887  -1.94064
H  4.23019  -3.49243  -2.62097
H  4.16420  -3.14112  -0.88921
H  0.95865  -1.81342  -2.26866
H  1.70287  -3.08790  -1.28737
H  1.83895  -3.12836  -3.04117
C  -3.87259  -2.83046  2.36677
N  -3.76547  -2.89026  0.92744
C  -4.94167  -2.69872  0.07228
C  -4.38881  -2.92173  -1.34728
N  -2.95782  -3.09214  -1.09097
C  -2.66828  -3.09372  0.20913
S  -1.08518  -3.33352  0.82353
H  -4.71268  -3.44442  2.69117
H  -4.04190  -1.80490  2.70467
H  -2.96087  -3.21584  2.81562
H  -5.34054  -1.69156  0.21025
H  -5.71907  -3.41474  0.33755
H  -4.56193  -2.06582  -1.99847
H  -4.80902  -3.80821  -1.82047
H  -2.28652  -3.33599  -1.79777